1 | Density functional theory data (ωB97M-V/def2-TZVPD) for C22H16CuN4PS3Sb as an isolated structure.

Geometry as ORCA input:
```
! RIJCOSX wB97M-V def2-TZVPD def2/J DEFGRID3
* xyz -1 1
Cu -1.653 1.385 -0.129
S -0.349 4.971 1.513
Sb -2.086 4.192 2.695
S -3.949 3.744 1.157
S -2.878 1.993 1.692
N 0.087 -0.315 -2.709
C 0.326 -1.497 -2.067
C 0.627 -2.639 -2.830
C 0.959 -3.830 -2.227
C 1.006 -3.936 -0.838
C 0.694 -2.824 -0.081
C 0.337 -1.606 -0.663
P -0.047 -0.152 0.353
C -0.406 -0.837 2.001
C -1.446 -1.756 2.144
C -1.832 -2.188 3.400
C -1.195 -1.696 4.532
C -0.173 -0.772 4.399
C 0.221 -0.341 3.138
C 1.546 0.701 0.550
C 2.747 0.005 0.682
C 3.931 0.696 0.863
C 3.922 2.088 0.917
C 2.731 2.781 0.788
C 1.543 2.088 0.597
H -0.361 0.434 -2.204
H -0.138 -0.344 -3.692
H 0.598 -2.557 -3.909
H 1.187 -4.688 -2.847
H 1.275 -4.867 -0.359
H 0.718 -2.901 0.999
H -1.956 -2.135 1.266
H -2.640 -2.902 3.495
H -1.504 -2.028 5.516
H 0.321 -0.374 5.276
H 1.015 0.390 3.046
H 2.754 -1.077 0.633
H 4.864 0.156 0.961
H 4.849 2.628 1.060
H 2.706 3.861 0.845
H 0.619 2.650 0.519
N -2.069 1.977 -1.920
C -2.437 2.015 -3.019
C -2.748 1.977 -4.371
C -3.749 2.789 -4.939
N -4.568 3.447 -5.417
C -2.017 1.043 -5.132
N -1.382 0.250 -5.686
*
```

Computed properties:
- orbital gap (eV) = 7.605
- highest occupied orbital energy (eV) = -5.3

2 | Density functional theory data (ωB97M-V/def2-TZVPD) for C22H16CuN4PS3Sb as an isolated structure.

Geometry as ORCA input:
```
! RIJCOSX wB97M-V def2-TZVPD def2/J DEFGRID3
* xyz -1 1
Cu 2.519 -0.005 0.291
S 4.187 -0.282 -1.413
Sb 4.931 -1.975 -0.053
S 5.445 -0.924 2.087
S 3.471 -1.658 1.924
N 0.384 2.292 -1.399
C -0.655 2.083 -0.509
C -1.561 3.123 -0.262
C -2.646 2.935 0.568
C -2.870 1.702 1.172
C -1.980 0.669 0.938
C -0.869 0.836 0.110
P 0.338 -0.493 -0.177
C -0.242 -1.831 0.923
C 0.046 -1.705 2.283
C -0.339 -2.690 3.178
C -1.002 -3.822 2.722
C -1.281 -3.960 1.371
C -0.907 -2.967 0.474
C -0.104 -1.096 -1.842
C -1.388 -0.958 -2.364
C -1.689 -1.461 -3.620
C -0.708 -2.105 -4.365
C 0.575 -2.233 -3.856
C 0.879 -1.725 -2.600
H 1.210 1.723 -1.260
H 0.620 3.267 -1.528
H -1.372 4.089 -0.714
H -3.318 3.762 0.756
H -3.718 1.552 1.827
H -2.146 -0.289 1.413
H 0.578 -0.829 2.637
H -0.109 -2.579 4.230
H -1.293 -4.598 3.419
H -1.792 -4.844 1.009
H -1.129 -3.083 -0.579
H -2.150 -0.447 -1.788
H -2.688 -1.346 -4.022
H -0.943 -2.493 -5.349
H 1.349 -2.714 -4.442
H 1.892 -1.784 -2.216
N 2.552 1.847 1.179
C 2.084 2.881 1.405
C 1.530 4.148 1.607
C 1.162 4.581 2.900
N 0.860 4.937 3.957
C 1.250 4.931 0.470
N 1.036 5.536 -0.494
*
```

Computed properties:
- orbital gap (eV) = 7.212
- highest occupied orbital energy (eV) = -5.0

Pick 2: it beats the second-best structure by 0.432 eV.

1 | Density functional theory data (ωB97M-V/def2-TZVPD) for a 2-piece molecular cluster, C3H12N3S overall.

Geometry as ORCA input:
```
! RIJCOSX wB97M-V def2-TZVPD def2/J DEFGRID3
* xyz 1 1
C -0.881 3.211 0.167
C 0.487 -2.127 -1.184
C -1.042 1.797 -0.154
N 1.626 -2.561 1.123
N -0.109 1.021 -0.412
N -0.702 -1.572 1.099
S 0.093 -2.943 0.446
H -0.605 3.722 -0.773
H -0.063 3.094 0.926
H -1.690 3.678 0.778
H 1.372 -2.506 -1.655
H 0.459 -1.048 -1.044
H -0.386 -2.341 -1.917
H -2.017 1.343 -0.021
H 1.432 -1.983 2.011
H 2.124 -3.438 1.432
H 0.698 1.530 -0.568
H -1.482 -1.737 1.757
H -0.533 -0.719 0.600
*
```

Computed properties:
- orbital gap (eV) = 10.341
- highest occupied orbital energy (eV) = -13.9

2 | Density functional theory data (ωB97M-V/def2-TZVPD) for a 2-piece molecular cluster, C3H12N3S overall.

Geometry as ORCA input:
```
! RIJCOSX wB97M-V def2-TZVPD def2/J DEFGRID3
* xyz 1 1
C 3.327 -0.064 -0.438
C -2.362 0.366 1.488
C 1.843 -0.158 -0.540
N -2.291 1.065 -1.056
N 1.060 -0.845 0.170
N -1.571 -1.319 -0.295
S -2.783 -0.327 -0.141
H 3.571 -0.781 0.390
H 3.633 0.863 0.131
H 3.718 -0.340 -1.354
H -2.620 -0.354 2.249
H -2.719 1.291 1.503
H -1.211 0.513 1.649
H 1.530 0.433 -1.395
H -2.862 1.859 -0.814
H -2.160 0.928 -2.054
H 1.578 -1.558 0.735
H -0.430 -1.037 -0.030
H -1.607 -1.882 -1.162
*
```

Computed properties:
- orbital gap (eV) = 11.074
- highest occupied orbital energy (eV) = -13.8

Pick 2: it beats the second-best structure by 0.069 eV.

1 | Density functional theory data (ωB97M-V/def2-TZVPD) for a 18-piece molecular cluster, C10H52BClO21 overall.

Geometry as ORCA input:
```
! RIJCOSX wB97M-V def2-TZVPD def2/J DEFGRID3
* xyz 0 1
C -2.803 -1.200 -4.354
C -1.262 -0.811 -4.705
C -0.600 -0.315 -3.302
O 0.560 -1.154 -2.924
B 0.596 -1.016 -1.464
C 0.881 0.485 -0.841
C -0.473 1.123 -0.263
C -0.323 2.668 0.201
C -0.702 3.671 -1.027
O 0.454 4.537 -1.233
C 0.440 5.159 -2.508
O 0.447 4.501 -3.586
C 0.396 -2.359 -0.568
C -1.017 -2.473 0.158
O -2.084 -2.084 -0.369
Cl -1.096 -3.262 1.842
H -3.498 -1.176 -5.267
H -3.250 -0.457 -3.587
H -2.796 -2.217 -3.811
H -0.676 -1.674 -5.163
H -1.321 0.053 -5.472
H -1.382 -0.497 -2.475
H -0.275 0.790 -3.364
H 1.358 1.100 -1.691
H 1.678 0.361 -0.008
H -1.320 1.126 -1.050
H -0.859 0.480 0.614
H 0.701 2.913 0.645
H -1.154 2.844 0.985
H -1.620 4.320 -0.754
H -0.970 3.051 -1.956
H 0.473 6.314 -2.505
H 0.546 -3.342 -1.146
H 1.207 -2.350 0.248
O 3.476 1.371 -2.972
H 3.764 0.530 -3.348
H 3.205 1.890 -3.740
O 0.316 -1.343 4.533
H -0.394 -1.757 4.028
H -0.077 -0.520 4.861
O 1.076 -2.356 7.104
H 2.039 -2.315 7.036
H 0.767 -1.914 6.297
O 0.117 1.488 3.273
H 0.829 2.106 3.066
H -0.464 1.988 3.860
O 0.936 -1.098 -6.938
H 1.560 -0.476 -6.544
H 1.095 -1.019 -7.886
O 0.189 1.618 5.984
H 1.045 2.057 6.042
H 0.039 1.280 6.877
O 3.565 -3.353 5.743
H 3.850 -4.196 5.370
H 3.292 -2.837 4.972
O -4.984 -1.283 -7.235
H -5.927 -1.382 -7.410
H -4.561 -1.858 -7.890
O -3.080 -6.074 1.148
H -2.489 -5.311 1.181
H -2.664 -6.719 1.732
O 1.723 -4.946 -0.449
H 2.044 -5.799 -0.768
H 1.478 -5.116 0.469
O -3.535 -1.407 -9.463
H -4.024 -1.173 -10.262
H -2.846 -0.734 -9.405
O 2.795 3.236 3.289
H 3.431 3.851 3.675
H 2.934 3.324 2.337
O -3.508 2.558 -0.180
H -4.217 2.146 -0.691
H -3.901 3.377 0.149
O 0.340 2.652 8.817
H 1.197 3.092 8.876
H 0.190 2.312 9.708
O -5.137 1.515 2.422
H -5.462 0.617 2.285
H -4.421 1.605 1.777
O 5.989 2.632 -1.126
H 6.104 3.565 -1.339
H 5.161 2.391 -1.566
O 5.996 -2.575 7.725
H 5.284 -2.990 7.219
H 5.603 -1.758 8.052
*
```

Computed properties:
- orbital gap (eV) = 9.400
- highest occupied orbital energy (eV) = -9.3

2 | Density functional theory data (ωB97M-V/def2-TZVPD) for a 18-piece molecular cluster, C10H52BClO21 overall.

Geometry as ORCA input:
```
! RIJCOSX wB97M-V def2-TZVPD def2/J DEFGRID3
* xyz 0 1
C 1.863 -4.464 2.216
C 1.254 -4.623 0.795
C 0.553 -3.288 0.442
O 1.138 -2.706 -0.765
B 0.915 -1.328 -0.678
C -0.592 -0.783 -0.663
C -1.012 -0.339 0.753
C -2.510 0.026 0.863
C -3.353 -1.215 1.261
O -4.361 -1.395 0.234
C -4.905 -2.633 0.220
O -4.290 -3.601 0.066
C 2.207 -0.384 -0.646
C 2.499 0.214 0.705
O 2.343 -0.316 1.699
Cl 3.206 1.906 0.721
H 2.041 -5.426 2.723
H 1.185 -3.891 2.864
H 2.768 -3.848 2.136
H 2.002 -4.880 0.047
H 0.526 -5.439 0.868
H 0.771 -2.583 1.254
H -0.527 -3.428 0.300
H -1.213 -1.594 -1.065
H -0.639 0.060 -1.372
H -0.849 -1.133 1.490
H -0.392 0.505 1.080
H -2.908 0.496 -0.039
H -2.590 0.713 1.711
H -3.848 -1.051 2.224
H -2.696 -2.085 1.358
H -6.004 -2.652 0.329
H 3.128 -0.872 -0.976
H 2.036 0.444 -1.350
O -1.817 -2.806 -3.203
H -1.023 -3.120 -3.651
H -2.250 -3.612 -2.899
O 0.967 4.542 -0.233
H 1.515 4.037 0.379
H 0.203 4.810 0.299
O 1.722 7.187 -1.058
H 1.523 7.143 -2.000
H 1.378 6.349 -0.711
O -1.721 3.157 0.392
H -2.440 2.943 -0.214
H -2.134 3.710 1.066
O 1.341 -6.496 -1.748
H 0.586 -6.093 -2.189
H 1.322 -7.415 -2.037
O -1.936 5.890 0.438
H -2.511 5.955 -0.331
H -1.609 6.791 0.560
O 2.339 5.948 -3.729
H 3.137 5.628 -4.166
H 1.913 5.146 -3.401
O 2.591 -7.586 3.835
H 2.876 -7.883 4.706
H 3.132 -8.102 3.219
O 6.346 1.279 2.164
H 5.492 1.298 1.714
H 6.887 1.907 1.672
O 4.552 -0.019 -2.382
H 5.353 -0.264 -2.859
H 4.714 0.889 -2.097
O 2.646 -9.562 2.021
H 2.577 -10.445 2.401
H 1.857 -9.478 1.474
O -3.894 3.151 -1.951
H -4.622 3.523 -2.460
H -3.962 2.201 -2.103
O -1.869 -0.491 3.934
H -1.334 -1.023 4.536
H -2.634 -0.235 4.465
O -3.048 8.699 0.559
H -3.626 8.772 -0.209
H -2.707 9.592 0.681
O -0.716 2.051 5.571
H 0.225 1.947 5.753
H -0.882 1.451 4.833
O -3.560 -0.891 -5.339
H -4.488 -1.144 -5.311
H -3.162 -1.365 -4.596
O 1.070 7.953 -5.915
H 1.621 7.448 -5.303
H 0.319 8.229 -5.380
*
```

Computed properties:
- orbital gap (eV) = 9.384
- highest occupied orbital energy (eV) = -9.3

Pick 2: it beats the second-best structure by 2.410 eV.